C35H41AlF5O as an isolated structure. Source: OMol25; level of theory: ωB97M-V/def2-TZVPD.

Gap between HOMO and LUMO (eV): 6.643
Spin multiplicity: 1
Strongest force on any atom (Eh/bohr): 0.01562
Net charge: -1
LUMO level (eV): 2.1

Atoms and positions in Å:
C  3.199  5.727  2.519
C  2.866  5.027  1.592
C  2.495  4.154  0.506
Al  3.884  2.680  0.174
F  5.220  3.442  -0.613
C  2.957  1.310  -0.979
C  3.795  0.453  -1.963
C  4.012  1.092  -3.337
C  5.201  2.058  -3.492
C  6.508  1.583  -2.872
C  4.545  1.980  1.952
C  4.991  0.536  2.006
C  6.160  0.266  1.045
O  5.389  0.156  3.363
H  3.271  6.357  3.371
H  1.565  3.637  0.766
H  2.352  4.738  -0.406
H  2.239  1.868  -1.594
H  2.384  0.629  -0.340
H  4.738  0.133  -1.516
H  3.240  -0.473  -2.137
H  4.129  0.298  -4.086
H  3.095  1.623  -3.611
H  4.928  3.049  -3.130
H  5.377  2.168  -4.569
H  6.407  1.354  -1.814
H  7.259  2.372  -2.939
H  6.872  0.696  -3.400
H  3.768  2.174  2.701
H  5.406  2.604  2.232
H  4.153  -0.132  1.801
H  5.867  -0.429  0.258
H  6.965  -0.233  1.592
H  6.566  1.185  0.622
H  6.240  0.579  3.515
F  2.653  -2.153  -0.582
C  1.740  -3.065  -0.940
C  0.713  -3.362  -0.064
C  -0.234  -4.302  -0.444
C  -0.143  -4.931  -1.678
C  0.900  -4.616  -2.539
C  1.850  -3.673  -2.175
H  0.662  -2.858  0.891
H  -1.050  -4.539  0.227
H  -0.884  -5.664  -1.969
H  0.975  -5.105  -3.502
H  2.666  -3.404  -2.832
F  -0.716  -0.036  -0.152
C  -1.053  0.485  1.045
C  -0.061  0.709  1.980
C  -0.417  1.246  3.207
C  -1.747  1.543  3.481
C  -2.727  1.299  2.528
C  -2.381  0.766  1.292
H  0.968  0.471  1.745
H  0.348  1.437  3.946
H  -2.019  1.965  4.440
H  -3.761  1.523  2.747
H  -3.119  0.573  0.527
F  -4.972  -0.489  1.778
C  -5.055  -1.808  2.037
C  -4.064  -2.400  2.795
C  -4.159  -3.759  3.058
C  -5.223  -4.500  2.560
C  -6.202  -3.881  1.794
C  -6.122  -2.521  1.531
H  -3.241  -1.802  3.165
H  -3.395  -4.241  3.654
H  -5.287  -5.561  2.765
H  -7.028  -4.455  1.397
H  -6.875  -2.012  0.943
F  -8.872  -1.409  -1.253
C  -8.177  -0.344  -1.709
C  -6.800  -0.410  -1.733
C  -6.087  0.685  -2.201
C  -6.758  1.822  -2.631
C  -8.145  1.863  -2.595
C  -8.868  0.773  -2.133
H  -6.296  -1.303  -1.388
H  -5.006  0.648  -2.228
H  -6.198  2.675  -2.991
H  -8.669  2.750  -2.925
H  -9.949  0.781  -2.100

Atomic partial charges in e from the Löwdin method, atoms 1 to 4:
1 C 0.045
2 C -0.281
3 C -0.225
4 Al 0.218

C35H41ClFeN6O6PSe as an isolated structure. Source: OMol25; level of theory: ωB97M-V/def2-TZVPD.

Gap between HOMO and LUMO (alpha / beta) (eV): 7.840 / 7.819
Spin multiplicity: 1
Strongest force on any atom (Eh/bohr): 0.01535
Net charge: -1
LUMO level (alpha / beta) (eV): 2.3 / 2.3

Atoms and positions in Å:
Fe  -0.080  0.140  0.919
C  -0.777  -1.948  4.675
C  0.510  -2.014  5.184
C  1.535  -1.394  4.497
C  1.240  -0.755  3.305
N  -0.002  -0.693  2.812
C  -0.990  -1.269  3.490
C  2.240  -0.027  2.494
C  3.601  -0.278  2.540
C  4.427  0.393  1.655
C  3.871  1.287  0.755
C  2.498  1.457  0.764
N  1.701  0.838  1.632
C  1.757  2.260  -0.232
C  2.243  3.441  -0.780
C  1.422  4.161  -1.632
C  0.144  3.689  -1.888
C  -0.249  2.498  -1.300
N  0.544  1.779  -0.519
H  -1.612  -2.405  5.188
H  0.711  -2.541  6.108
H  2.550  -1.418  4.866
H  -1.980  -1.158  3.075
H  3.987  -1.056  3.181
H  5.484  0.168  1.620
H  4.475  1.769  -0.001
H  3.229  3.796  -0.516
H  1.768  5.086  -2.074
H  -0.541  4.222  -2.534
H  -1.240  2.105  -1.445
C  -2.382  -1.717  -3.775
C  -0.968  -1.701  -4.370
C  -0.221  -2.957  -3.904
C  -1.108  -1.724  -5.893
P  -0.108  -0.201  -3.595
C  -1.003  1.113  -4.550
C  -2.175  1.605  -3.968
C  -2.953  2.572  -4.589
C  -2.566  3.087  -5.818
C  -1.414  2.606  -6.423
C  -0.655  1.624  -5.802
C  1.692  -0.139  -4.163
C  2.465  -0.925  -3.090
C  2.068  -0.696  -5.538
C  2.150  1.319  -4.057
H  -2.867  -2.665  -4.027
H  -2.993  -0.910  -4.183
H  -2.372  -1.622  -2.690
H  -0.808  -3.846  -4.153
H  -0.028  -2.963  -2.830
H  0.748  -3.050  -4.395
H  -1.719  -2.587  -6.178
H  -0.149  -1.820  -6.399
H  -1.609  -0.829  -6.266
H  -2.483  1.210  -3.007
H  -3.857  2.926  -4.109
H  -3.162  3.850  -6.303
H  -1.109  2.990  -7.389
H  0.226  1.255  -6.307
H  2.185  -1.978  -3.044
H  2.295  -0.520  -2.092
H  3.537  -0.877  -3.307
H  1.899  -1.770  -5.593
H  3.139  -0.530  -5.698
H  1.535  -0.225  -6.364
H  1.865  1.744  -3.094
H  1.748  1.959  -4.843
H  3.242  1.348  -4.120
Cl  -2.168  4.463  3.414
C  -2.743  3.365  2.119
C  -2.118  1.968  2.266
O  -2.438  1.286  3.236
O  -1.352  1.660  1.298
H  -2.470  3.820  1.173
H  -3.822  3.299  2.228
O  3.523  -2.371  -0.235
Se  1.985  -2.577  0.235
O  1.855  -2.965  1.812
O  1.222  -1.082  0.006
O  1.180  -3.640  -0.723
N  -1.819  -4.343  -0.997
C  -2.288  -3.188  -0.456
C  -1.357  -2.141  -0.277
N  -1.673  -1.027  0.338
C  -2.972  -0.869  0.687
C  -3.881  -1.866  0.430
N  -3.562  -3.049  -0.120
H  -0.809  -4.460  -0.983
H  -2.410  -5.153  -0.944
H  -0.344  -2.269  -0.614
H  -3.245  0.039  1.201
H  -4.920  -1.727  0.705

Atomic partial charges in e from the Löwdin method, atoms 1 to 4:
1 Fe 0.560
2 C -0.037
3 C -0.053
4 C -0.007